# 1
ORCA calculation (ωB97M-V/def2-TZVPD) on one molecule with the formula C4H3ClN2O2 at a distorted geometry.

```
12
Properties=species:S:1:pos:R:3:nbo_charge:R:1
C -2.4520 0.5970 0.0795 -0.04
C -1.0398 0.9304 0.0370 0.14
C -3.0796 -0.8162 -0.0288 0.52
C 0.2329 0.2095 -0.0576 -0.63
N -3.1489 1.6985 0.0220 -0.02
N -0.9875 2.2249 -0.0376 -0.09
O -2.4258 -1.7835 -0.1196 -0.48
O -2.2766 2.6765 -0.0749 -0.12
Cl -4.8139 -0.7708 0.0188 0.00
H 0.9320 0.7466 0.4485 0.24
H 0.1150 -0.8312 0.5066 0.23
H 0.3620 -0.0771 -1.0393 0.24
```

Summary:
E_tot = -874.3199 a.u.
Kohn-Sham gap = 11.2 eV
LUMO level = -0.3 eV
Largest force on an atom = 6.0 eV/Å
Structure (SMILES) = Cc1nonc1C(=O)Cl

# 2
ORCA calculation (ωB97M-V/def2-TZVPD) on C13H12AgCl2N2O4S as an isolated structure.

```
35
Properties=species:S:1:pos:R:3:mulliken_spin:R:1
Ag 0.2078 0.0073 -0.6520 0.00
O -0.4219 -3.6315 0.1678 -0.01
C 0.8637 -3.3732 0.7470 -0.02
C 0.8978 -2.3045 1.7958 0.15
C 1.2139 -2.6483 3.0829 -0.09
C 1.2928 -1.6775 4.1298 0.51
C 0.9995 -0.3332 3.7316 -0.05
C 0.6937 -0.0475 2.4283 0.10
N 0.6357 -0.9903 1.3998 0.29
H -0.5105 -3.0494 -0.6070 0.00
H 1.5821 -3.1408 -0.0469 0.02
H 1.1715 -4.3030 1.2234 0.02
H 1.4002 -3.6999 3.2972 -0.02
H 1.5498 -1.9435 5.1493 0.06
H 1.0220 0.4834 4.4515 -0.01
H 0.4893 0.9736 2.1343 0.04
O 0.3931 2.4887 0.2781 0.00
N -0.6092 3.2031 -0.0504 0.00
C -0.9895 4.1867 0.7857 0.00
C -2.0348 5.0313 0.5098 0.00
C -2.7397 4.8518 -0.6817 0.00
C -2.3705 3.8384 -1.5129 0.00
C -1.2964 2.9594 -1.2269 0.00
S -0.8428 1.6844 -2.2705 0.00
H -0.3842 4.2400 1.6763 0.00
H -2.2902 5.8059 1.2194 0.00
H -3.5702 5.4985 -0.9404 0.00
H -2.9020 3.6605 -2.4385 0.00
Cl -0.6552 -3.7087 -4.5842 0.00
C 0.8627 -2.7633 -4.4969 0.00
Cl 0.7767 -1.3365 -5.5891 0.00
C 1.2208 -2.2990 -3.0540 0.01
O 2.4426 -2.3551 -2.8383 0.00
O 0.2468 -1.9186 -2.3516 0.00
H 1.6548 -3.3892 -4.8666 0.00
```

Summary:
E_tot = -2378.5800 a.u.
Net charge = -2
Kohn-Sham gap (alpha / beta) = 3.2 / 6.7 eV
Spin multiplicity = 2
LUMO level (alpha / beta) = 4.7 / 4.7 eV
<S²> = 0.764
Largest force on an atom = 0.9 eV/Å

# 3
ORCA calculation (ωB97M-V/def2-TZVPD) on one molecule with the formula C4H5NO2.

```
12
Properties=species:S:1:pos:R:3:nbo_charge:R:1
C -0.3454 -2.0857 -0.5031 -0.26
O -0.2535 -0.7700 -1.0432 -0.48
C -0.1088 0.2075 -0.1440 0.44
N -0.4287 0.0801 1.1191 -0.21
O -0.1092 1.2953 1.6942 -0.28
C 0.3968 2.1071 0.7577 0.15
C 0.4296 1.4926 -0.4457 -0.40
H 0.5589 -2.3109 0.0720 0.19
H -1.2178 -2.1938 0.1467 0.19
H -0.4234 -2.7539 -1.3612 0.20
H 0.7042 3.0845 1.1032 0.21
H 0.7972 1.8472 -1.3957 0.25
```

Summary:
E_tot = -360.5877 a.u.
Kohn-Sham gap = 10.8 eV
LUMO level = 1.0 eV
Largest force on an atom = 0.4 eV/Å
Structure (SMILES) = COc1ccon1